--- w ---
29
Properties=species:S:1:pos:R:3 method="wB97M-V/def2-TZVPD" e_lumo_ev=0.9 homo_lumo_gap_ev=9.058 homo_energy_ha=-0.29954
C 1.623 -1.678 -0.881
C 1.696 -0.723 1.303
C 0.226 0.072 -0.257
C 1.226 2.195 -0.349
C -1.182 1.931 -0.267
C -2.016 -1.376 -0.971
C -1.780 -0.456 1.384
H 1.760 -1.539 -1.952
H 2.503 -2.227 -0.501
H 0.705 -2.287 -0.716
H 0.885 -1.461 1.821
H 2.540 -1.469 1.404
H 1.819 0.339 1.751
H -0.047 -0.049 -1.443
H 1.458 3.106 0.555
H 2.217 1.364 -0.836
H 0.337 2.927 -1.382
H -1.434 2.774 0.160
H -1.217 1.868 -1.431
H -1.962 1.120 0.098
H -2.287 -2.437 -0.430
H -2.941 -0.765 -1.134
H -1.465 -1.362 -1.869
H -2.192 -1.281 1.854
H -1.232 0.098 2.111
H -2.631 0.206 1.200
N 1.510 -0.480 -0.078
N 0.204 1.332 0.175
N -1.081 -0.669 0.042



--- x ---
29
Properties=species:S:1:pos:R:3 method="wB97M-V/def2-TZVPD" smiles=CN(C)C(N(C)C)N(C)C e_lumo_ev=0.9 homo_lumo_gap_ev=8.819 homo_energy_ha=-0.29123
C 1.052 2.243 0.749
N -0.070 1.418 0.445
C -0.963 1.378 1.621
C 0.213 0.189 -0.292
N -1.073 -0.271 -0.842
C -1.792 0.829 -1.448
C -0.848 -1.497 -1.774
N 0.779 -0.902 0.361
C 2.137 -1.223 -0.029
C 0.039 -1.842 1.115
H 1.987 2.221 -0.093
H 0.807 3.313 0.966
H 1.567 1.797 1.677
H -0.460 0.883 2.488
H -1.424 2.413 1.802
H -1.830 0.630 1.305
H 0.892 0.553 -1.045
H -2.690 0.537 -1.879
H -1.647 1.755 -0.651
H -1.169 1.248 -2.232
H -1.951 -2.190 -1.775
H -0.521 -1.312 -2.892
H -0.052 -2.119 -1.227
H 2.912 -1.335 0.855
H 2.161 -2.150 -0.608
H 2.469 -0.409 -0.577
H 0.599 -1.935 2.081
H -0.965 -1.280 1.130
H -0.159 -2.941 0.768



Relative stability in kJ/mol, measured from the most stable structure: w 366.1; x 0.0